Molecular formula: C10H14AsN3ReS4
Method: DFT, ωB97M-V with the def2-TZVPD basis set

Atoms and positions in Å:
Re1 0.1847 1.2896 -1.0390
S1 4.4035 4.2156 -2.9768
As1 2.4984 3.3050 -2.3387
S2 1.4397 3.0173 -0.2396
S3 1.2712 1.4169 -3.0358
S4 2.5440 5.2064 -3.4264
C1 3.2023 -2.0065 1.9298
C2 1.9227 -2.3914 1.1452
C3 0.8550 -2.9700 2.0845
C4 2.3289 -3.4598 0.0830
C5 1.4205 -1.2615 0.4563
C6 0.9530 -0.2748 -0.1306
H1 3.5684 -2.8975 2.4344
H2 2.9675 -1.2475 2.6717
H3 3.9843 -1.6300 1.2761
H4 1.2574 -3.8488 2.5814
H5 -0.0403 -3.2564 1.5380
H6 0.5751 -2.2383 2.8387
H7 2.7121 -4.3259 0.6173
H8 3.1005 -3.0844 -0.5821
H9 1.4623 -3.7511 -0.5031
N1 -4.6363 2.5588 1.1662
C7 -3.9614 2.0224 0.1741
C8 -2.5220 2.0651 0.0848
N2 -1.9005 1.4940 -0.9247
C9 -2.5792 0.8726 -1.8913
C10 -3.9821 0.8616 -1.8188
N3 -4.6005 1.4229 -0.8312
H10 -4.1982 2.9925 1.9631
H11 -5.6489 2.5250 1.1521
H12 -1.9468 2.5845 0.8422
H13 -2.0533 0.3980 -2.7107
H14 -4.5819 0.3960 -2.5900

- gap between HOMO and LUMO (eV) = 4.42
- charge = +3
- HOMO level (eV) = -18.16



Molecular formula: C10H14BBeN7O2
Method: DFT, ωB97M-V with the def2-TZVPD basis set

Atoms and positions in Å:
H1 -0.2407 2.7320 2.2318
N1 0.0537 1.5706 0.5042
B1 0.6124 0.5757 -1.6592
N2 0.5603 1.8293 -0.7228
C1 0.9687 3.1151 -0.8174
Be1 -0.7985 -0.8334 0.8901
H2 1.4048 3.4865 -1.7285
C2 0.6763 3.7205 0.4139
H3 0.8427 4.7368 0.6957
C3 0.1027 2.7005 1.2099
H4 1.0160 0.8573 -2.7490
C4 -1.5633 -2.1849 1.5250
H5 -1.9482 -1.7070 2.4419
H6 -1.1484 -3.1451 1.8874
H7 -2.3846 -2.4980 0.8712
N3 -0.8332 0.0155 -1.6249
N4 1.5188 -0.4352 -0.9021
N5 -1.4305 -0.4613 -0.4600
N6 1.1262 -0.8820 0.3377
C5 -1.7514 0.0158 -2.6037
C6 2.7605 -0.8732 -1.1586
H8 -1.4663 0.3144 -3.5934
H9 3.2305 -0.6328 -2.1030
C7 -2.9656 -0.4041 -2.0649
C8 3.1732 -1.6438 -0.0831
C9 -2.7379 -0.6511 -0.7307
C10 2.1303 -1.6292 0.8403
H10 -3.8933 -0.5244 -2.5963
H11 4.0956 -2.1867 0.0200
H12 -3.4434 -0.9913 0.0205
H13 2.0262 -2.0807 1.8205
H14 -0.2695 -1.8984 0.7844
O1 0.7045 0.3780 3.9034
N7 0.4748 -0.3581 2.9526
O2 -0.6034 -0.0271 2.2471

- gap between HOMO and LUMO (eV) = 8.26
- charge = 0
- HOMO level (eV) = -8.38



Molecular formula: C10H14BCoIN6
Method: DFT, ωB97M-V with the def2-TZVPD basis set

Atoms and positions in Å:
C1 -0.0730 3.2730 0.9062
N1 0.0433 2.0367 0.3675
N2 0.2089 2.1769 -1.0076
C2 0.0837 3.4855 -1.3101
C3 -0.0878 4.2156 -0.1265
B1 0.3896 0.8339 -1.8138
N3 1.4335 -0.0218 -0.9914
N4 1.1622 -0.2244 0.3595
C4 2.0704 -1.0990 0.8516
C5 2.9171 -1.4843 -0.1917
C6 2.4793 -0.8026 -1.3302
Co1 -0.3570 0.4464 1.1277
N5 -0.9550 0.0754 -1.6442
N6 -1.3101 -0.2191 -0.3320
C7 -2.3631 -1.0695 -0.3708
C8 -2.7383 -1.2772 -1.7043
C9 -1.8308 -0.5405 -2.4666
H1 -2.7630 -1.4588 0.5500
H2 -1.7540 -0.4152 -3.5312
H3 -3.5509 -1.8974 -2.0425
H4 0.7361 1.0296 -2.9398
H5 2.8175 -0.8147 -2.3524
H6 0.0991 3.7955 -2.3460
H7 3.7317 -2.1767 -0.1172
H8 -0.2077 5.2791 -0.0169
H9 2.0163 -1.3770 1.8962
H10 -0.1716 3.3716 1.9705
H11 -0.4739 -2.6308 2.2268
C10 -0.0646 -3.1339 3.1183
H12 0.4544 -4.0465 2.8133
H13 0.6583 -2.4714 3.5999
H14 -0.8827 -3.3551 3.8108
I1 -1.7182 0.4966 3.0369

- gap between HOMO and LUMO (spin up / spin down) (eV) = 5.27 / 4.67
- charge = +2
- multiplicity = 4
- HOMO level (spin up / spin down) (eV) = -16.34 / -16.35
- <S²> = 3.88



Molecular formula: C10H14BIN6Os
Method: DFT, ωB97M-V with the def2-TZVPD basis set

Atoms and positions in Å:
H1 -0.5447 2.3008 2.6111
N1 -0.1267 1.2171 0.8470
B1 0.6819 0.5028 -1.5045
N2 0.4632 1.5360 -0.3645
C1 0.7600 2.8474 -0.3612
Os1 -0.8861 -0.5828 1.4693
H2 1.2101 3.3003 -1.2357
C2 0.3882 3.3817 0.8596
H3 0.4987 4.3943 1.1926
C3 -0.1597 2.3391 1.6052
H4 0.9840 1.0222 -2.5471
C4 -2.3713 -1.2531 2.5249
H5 -2.8446 -0.5456 3.2279
H6 -1.9198 -2.0762 3.1123
H7 -3.1497 -1.6512 1.8528
N3 -0.6678 -0.2789 -1.5595
N4 1.8196 -0.4606 -1.0796
N5 -1.3472 -0.8244 -0.4245
N6 1.5657 -1.0224 0.1133
C5 -1.5735 -0.1139 -2.5423
C6 3.0650 -0.8397 -1.4460
H8 -1.2467 0.3557 -3.4568
H9 3.5029 -0.5405 -2.3970
C7 -2.8055 -0.5834 -2.1225
C8 3.5660 -1.6685 -0.4339
C9 -2.6489 -0.9921 -0.7952
C10 2.5830 -1.7414 0.5576
H10 -3.7024 -0.6020 -2.7052
H11 4.4946 -2.1996 -0.3934
H12 -3.4017 -1.2887 -0.0788
H13 2.5281 -2.2029 1.5420
H14 0.5718 -0.9481 0.4767
I1 0.7134 -0.7812 3.4556

- gap between HOMO and LUMO (spin up / spin down) (eV) = 8.48 / 6.46
- charge = +2
- multiplicity = 5
- HOMO level (spin up / spin down) (eV) = -16.26 / -16.46
- <S²> = 6.02



Molecular formula: C10H14ClIrO4
Method: DFT, ωB97M-V with the def2-TZVPD basis set

Atoms and positions in Å:
Ir1 -0.3949 -0.6591 0.4714
C1 3.7057 -3.5930 1.5192
C2 2.4370 -2.9958 2.0734
C3 2.0376 -3.4952 3.4215
C4 2.1499 -1.5172 1.8154
C5 0.9062 -0.8980 2.2413
C6 0.6686 0.4897 2.0381
C7 1.7211 1.3252 1.4915
C8 1.6173 2.7746 1.4939
C9 2.8942 0.6597 1.0244
C10 3.1055 -0.7032 1.2028
H1 3.8032 -4.6679 1.7150
H2 4.5786 -3.1713 2.0870
H3 3.8568 -3.4207 0.4538
H4 1.6868 -3.5210 1.3449
H5 2.6422 -3.0194 4.2381
H6 2.2164 -4.5667 3.5292
H7 0.9985 -3.2590 3.6954
H8 0.2994 -1.4025 2.9922
H9 -0.1034 0.9873 2.6229
H10 0.8953 3.1373 0.7360
H11 2.5627 3.2749 1.2905
H12 1.1843 3.1612 2.4268
H13 3.6621 1.2426 0.5242
H14 4.0465 -1.1184 0.8663
O1 -0.3280 -2.8180 -2.7281
Cl1 -0.3425 -2.0619 -1.5931
O2 -1.6271 -1.5766 -1.1089
O3 0.2197 -2.7381 -0.3708
O4 0.4809 -0.8196 -1.6198

- gap between HOMO and LUMO (spin up / spin down) (eV) = 9.18 / 5.40
- charge = +3
- multiplicity = 6
- HOMO level (spin up / spin down) (eV) = -21.67 / -22.69
- <S²> = 8.79



Molecular formula: C10H14F3I2NOPtSSi
Method: DFT, ωB97M-V with the def2-TZVPD basis set

Atoms and positions in Å:
Pt1 0.0390 -0.8051 -0.7201
I1 1.1620 -2.1263 -2.8228
C1 1.7933 -4.0930 -2.1267
I2 1.6273 -4.5290 -0.0631
H1 2.8344 -4.1659 -2.4116
H2 1.1798 -4.7932 -2.6776
F1 -3.1395 4.4716 -1.5444
C2 -1.9049 4.1856 -1.0690
F2 -2.0291 3.9383 0.2334
F3 -1.1790 5.3222 -1.1934
C3 -1.2765 3.0815 -1.8723
C4 -1.0255 3.3606 -3.2037
C5 -0.4430 2.4037 -4.0217
C6 -0.1307 1.1838 -3.4604
N1 -0.3716 0.8994 -2.1863
C7 -0.9391 1.8112 -1.3630
S1 -1.1468 1.2153 0.2280
H3 -1.2839 4.3328 -3.6039
H4 -0.2391 2.6088 -5.0619
H5 0.3255 0.3985 -4.0526
C8 1.9773 -0.4824 2.6657
Si1 0.3475 -1.4296 2.5648
C9 0.4335 -3.0662 3.5165
C10 -1.0099 -0.3899 3.3925
O1 -0.0518 -1.7588 1.0319
H6 2.2183 -0.1777 3.6861
H7 1.9082 0.4187 2.0510
H8 2.8101 -1.0806 2.2865
H9 0.7218 -2.8834 4.5537
H10 1.1666 -3.7453 3.0729
H11 -0.5388 -3.5611 3.5108
H12 -0.8681 -0.3708 4.4747
H13 -1.9932 -0.8071 3.1691
H14 -0.9742 0.6336 3.0170

- gap between HOMO and LUMO (spin up / spin down) (eV) = 6.52 / 6.13
- charge = 0
- multiplicity = 3
- HOMO level (spin up / spin down) (eV) = -7.33 / -8.17
- <S²> = 2.01



Molecular formula: C10H14GdN2P
Method: DFT, ωB97M-V with the def2-TZVPD basis set

Atoms and positions in Å:
C1 0.8286 -0.9604 -2.8560
C2 -0.0252 -1.7915 -3.5428
C3 -1.4002 -2.0512 -3.2813
C4 -2.2136 -1.3559 -2.3405
C5 -1.8001 -0.3782 -1.4782
Gd1 0.1886 -0.9580 -0.7130
P1 2.6355 0.6400 -1.2369
H1 1.7938 -0.7265 -3.3266
H2 0.3284 -2.3404 -4.4292
H3 -1.9154 -2.7528 -3.9464
H4 -2.5431 0.2939 -1.0427
H5 -3.2721 -1.6622 -2.4032
H6 2.6504 2.0718 -1.2083
H7 3.4408 0.5132 -2.4062
H8 3.6918 0.3945 -0.3021
N1 1.8138 1.6085 1.7450
C6 0.6684 1.0372 2.2528
C7 0.2739 1.2382 3.5804
C8 -0.9686 0.7624 3.9884
C9 -1.7680 0.0810 3.0647
C10 -1.3002 -0.1182 1.7694
N2 -0.0586 0.2926 1.3884
H9 1.7140 2.0360 0.8150
H10 2.3105 2.1821 2.4165
H11 0.9321 1.8250 4.2095
H12 -1.3197 0.9346 5.0022
H13 -2.7568 -0.2828 3.3188
H14 -1.9290 -0.5328 0.9621

- gap between HOMO and LUMO (spin up / spin down) (eV) = 4.91 / 6.65
- charge = 0
- multiplicity = 8
- HOMO level (spin up / spin down) (eV) = -4.77 / -6.92
- <S²> = 15.85



Molecular formula: C10H14InN5O2S5Sb
Method: DFT, ωB97M-V with the def2-TZVPD basis set

Atoms and positions in Å:
In1 0.6853 0.2124 -0.9601
C1 -2.1260 -1.6506 2.3071
C2 -1.2608 -0.6184 1.6649
N1 -0.0721 -0.8536 1.2482
N2 0.5344 -2.0460 1.3627
C3 1.8629 -2.0388 1.1186
N3 2.4945 -3.2273 1.1354
S1 2.7115 -0.6013 0.9953
C4 -1.6562 0.7819 1.4827
C5 -2.7229 1.3638 2.1685
C6 -2.9714 2.7152 2.0077
C7 -2.1463 3.4458 1.1709
C8 -1.1155 2.7865 0.5131
N4 -0.8786 1.5013 0.6659
H1 -1.5604 -2.1789 3.0733
H2 -2.4162 -2.3918 1.5575
H3 -3.0249 -1.2366 2.7459
H4 -0.0364 -2.9010 1.1090
H5 1.9703 -4.0558 0.8880
H6 3.4595 -3.2067 0.8469
H7 -3.3339 0.7783 2.8358
H8 -3.7868 3.1890 2.5352
H9 -2.2885 4.5057 1.0329
H10 -0.4526 3.2993 -0.1667
N5 2.8762 0.5981 -2.1035
C9 2.5369 1.6044 -3.0814
C10 1.7281 2.7181 -2.3658
O1 1.9049 3.8779 -2.6827
O2 0.9179 2.3137 -1.4758
H11 3.6242 0.9099 -1.4919
H12 3.1450 -0.2884 -2.5240
H13 1.8614 1.1646 -3.8243
H14 3.4043 2.0488 -3.5822
S2 -1.4274 -3.6213 -4.0950
Sb1 -0.9172 -2.6327 -2.1203
S3 1.4150 -2.1172 -1.8854
S4 -1.5791 -0.2837 -1.8906
S5 -1.3581 -3.8630 -0.2143

- gap between HOMO and LUMO (eV) = 6.53
- charge = -1
- HOMO level (eV) = -4.77



Copy entry 2 word for word.
Molecular formula: C10H14BBeN7O2
Method: DFT, ωB97M-V with the def2-TZVPD basis set

Atoms and positions in Å:
H1 -0.2407 2.7320 2.2318
N1 0.0537 1.5706 0.5042
B1 0.6124 0.5757 -1.6592
N2 0.5603 1.8293 -0.7228
C1 0.9687 3.1151 -0.8174
Be1 -0.7985 -0.8334 0.8901
H2 1.4048 3.4865 -1.7285
C2 0.6763 3.7205 0.4139
H3 0.8427 4.7368 0.6957
C3 0.1027 2.7005 1.2099
H4 1.0160 0.8573 -2.7490
C4 -1.5633 -2.1849 1.5250
H5 -1.9482 -1.7070 2.4419
H6 -1.1484 -3.1451 1.8874
H7 -2.3846 -2.4980 0.8712
N3 -0.8332 0.0155 -1.6249
N4 1.5188 -0.4352 -0.9021
N5 -1.4305 -0.4613 -0.4600
N6 1.1262 -0.8820 0.3377
C5 -1.7514 0.0158 -2.6037
C6 2.7605 -0.8732 -1.1586
H8 -1.4663 0.3144 -3.5934
H9 3.2305 -0.6328 -2.1030
C7 -2.9656 -0.4041 -2.0649
C8 3.1732 -1.6438 -0.0831
C9 -2.7379 -0.6511 -0.7307
C10 2.1303 -1.6292 0.8403
H10 -3.8933 -0.5244 -2.5963
H11 4.0956 -2.1867 0.0200
H12 -3.4434 -0.9913 0.0205
H13 2.0262 -2.0807 1.8205
H14 -0.2695 -1.8984 0.7844
O1 0.7045 0.3780 3.9034
N7 0.4748 -0.3581 2.9526
O2 -0.6034 -0.0271 2.2471

- gap between HOMO and LUMO (eV) = 8.26
- charge = 0
- HOMO level (eV) = -8.38